The following is a quantum chemistry calculation of a single C5H6O2 molecule, from OMol25.

Summary:
- energy relative to the best compared isomer or geometry (same formula, charge and spin) (kcal/mol) = 42.83
- structure (SMILES) = O=C1CC=COC1
- M (g mol⁻¹) = 98.10

The geometry in ORCA input format:
```
! RIJCOSX wB97M-V def2-TZVPD def2/J DEFGRID3
* xyz 0 1
O -0.354 -2.132 0.206
C -0.245 -0.963 0.496
C 1.090 -0.254 0.627
C 1.023 0.110 -0.840
C 0.022 0.956 -1.137
O -0.998 1.208 -0.262
C -1.356 0.072 0.544
H 1.850 -0.932 1.000
H 1.159 0.708 1.168
H 1.547 -0.443 -1.611
H -0.031 1.574 -2.028
H -1.368 0.408 1.585
H -2.340 -0.313 0.253
*
```